Entry from OMol25: C3H6OS as an isolated structure in a non-equilibrium geometry (ωB97M-V with the def2-TZVPD basis set).

Last column: natural (NBO) charge in e.
Cartesian coordinates (Å):
C (0.641, -0.196, 0.721)  0.0144
C (0.531, 1.121, 0.075)  -0.4157
C (-0.474, -0.178, -0.177)  -0.3622
H (1.141, -1.746, -0.528)  0.4440
H (0.733, -0.203, 1.777)  0.2109
H (-0.237, 1.866, 0.626)  0.2391
H (1.129, 1.362, -0.857)  0.2578
H (-0.237, -0.920, -0.926)  0.2017
H (-2.788, 0.248, -1.074)  0.1618
O (1.832, -0.934, 0.077)  -0.6969
S (-2.271, -0.420, 0.286)  -0.0551

Properties
ΔE to the lowest compared entry with this formula, charge and spin   428.3 kJ/mol
HOMO energy   -9.25 eV
LUMO energy   0.3911 eV
Electronic energy   -591.1699 a.u.